Record 1
The following is a quantum chemistry calculation of an isolated molecule of C3H6N2OS2 in a non-equilibrium geometry, from the Open Molecules 2025 dataset.

CARTESIAN COORDINATES (ANGSTROEM)
H (-0.1674, 1.2938, -1.5013)
S (-0.7606, -1.7072, -1.9221)
H (-2.3444, -1.4954, 0.0863)
H (0.2266, 1.3382, 1.6704)
H (1.4782, -1.1811, 1.9335)
S (-0.4452, 2.1099, 0.7057)
N (2.0235, -0.3227, 0.2468)
C (0.0221, 0.8134, -0.5903)
H (2.0525, 0.7170, -1.5366)
O (1.0263, -0.6661, 1.1069)
C (-0.8586, -0.5194, -0.8086)
N (-1.7647, -0.6872, 0.2321)
H (-1.8890, -0.0895, 1.0677)
C (1.4007, 0.3963, -0.6904)

Calculated values
ΔE to the lowest compared entry with this formula, charge and spin (eV): 3.774
HOMO energy (eV): -8.6
2S+1: 1
Largest force on an atom (eV/Å): 5.5
Charge: 0

Charges per atom according to Mulliken partitioning, unit e:
1. H 0.315
2. S -0.341
3. H 0.191
4. H 0.192
5. H 0.352
6. S -0.185
7. N -0.389
8. C -0.113
9. H 0.361
10. O -0.336
11. C 0.214
12. N -0.321
13. H 0.220
14. C -0.158

***

Record 2
The following is a quantum chemistry calculation of a structure of composition C3H6N2OS2 in a non-equilibrium geometry, from the Open Molecules 2025 dataset.

CARTESIAN COORDINATES (ANGSTROEM)
C (0.0652, 2.1013, 1.1894)
H (1.1194, 1.6592, 0.7840)
N (-1.0415, -0.9704, -1.0858)
H (2.2472, -1.9403, -0.3456)
H (-3.0532, -1.0458, -0.5923)
H (1.3803, -1.9540, -2.0290)
C (0.0739, -1.0248, -0.4005)
S (-0.3199, 3.6321, 1.3818)
C (1.5009, -1.2698, -1.1013)
H (2.0168, -0.2694, -1.6217)
N (-0.6041, 0.9379, 1.5157)
H (-1.5924, 0.9620, 1.3693)
O (-2.0424, -0.3429, -0.2854)
S (0.2500, -0.4751, 1.2215)

Calculated values
ΔE to the lowest compared entry with this formula, charge and spin (eV): 6.132
HOMO energy (eV): -8.8
2S+1: 1
Largest force on an atom (eV/Å): 6.5
Charge: 0

Charges per atom according to Mulliken partitioning, unit e:
1. C -0.009
2. H 0.168
3. N -0.423
4. H 0.274
5. H 0.379
6. H 0.304
7. C 0.611
8. S -0.295
9. C -0.835
10. H 0.238
11. N -0.203
12. H 0.320
13. O -0.429
14. S -0.101

***

Record 3
The following is a quantum chemistry calculation of an isolated molecule of C3H6N2OS2 in a non-equilibrium geometry, from the Open Molecules 2025 dataset.

CARTESIAN COORDINATES (ANGSTROEM)
H (1.5948, -2.2308, 0.2783)
C (-0.9390, 0.4335, -0.1879)
N (-2.0879, 0.8668, 0.0803)
N (-3.0386, -0.0985, 0.2736)
H (0.9290, -1.2238, 1.5652)
H (1.6796, 2.3178, 0.0583)
H (-2.7599, -1.0096, 0.6268)
S (2.2880, 0.0095, -0.0250)
H (0.9894, 1.4036, 1.4028)
C (1.1249, -1.2870, 0.4799)
C (1.1824, 1.3941, 0.2937)
O (-0.0066, 1.4563, -0.4964)
H (-3.7590, 0.3425, 0.8435)
S (-0.4721, -1.2515, -0.3997)

Calculated values
ΔE to the lowest compared entry with this formula, charge and spin (eV): 2.583
HOMO energy (eV): -8.7
2S+1: 1
Largest force on an atom (eV/Å): 2.5
Charge: 0

Charges per atom according to Mulliken partitioning, unit e:
1. H 0.330
2. C 0.493
3. N -0.294
4. N -0.422
5. H 0.329
6. H 0.304
7. H 0.213
8. S -0.064
9. H 0.325
10. C -0.552
11. C -0.396
12. O -0.342
13. H 0.249
14. S -0.173

***

Record 4
The following is a quantum chemistry calculation of an isolated molecule of C3H6N2OSi in a non-equilibrium geometry, from the Open Molecules 2025 dataset.

CARTESIAN COORDINATES (ANGSTROEM)
C (1.8928, 0.7464, -0.7468)
C (2.2338, -0.3602, 0.0249)
H (-1.6193, -2.1754, -0.8323)
N (0.0991, -0.3657, 0.0032)
H (-2.2238, -0.7789, 1.1636)
H (-0.1470, 1.4199, -1.0251)
H (-2.0105, 0.4344, -0.9851)
C (0.5264, 0.7270, -0.7631)
O (0.9722, -1.9822, 1.2146)
N (1.1486, -0.9961, 0.5043)
H (2.6686, 1.2064, -1.3313)
Si (-1.6243, -0.8502, -0.2707)
H (3.1332, -0.8258, 0.1957)

Calculated values
ΔE to the lowest compared entry with this formula, charge and spin (eV): 1.106
HOMO energy (eV): -7.9
2S+1: 1
Largest force on an atom (eV/Å): 3.6
Charge: 0

Charges per atom according to Mulliken partitioning, unit e:
1. C -0.692
2. C -0.177
3. H -0.045
4. N 0.170
5. H -0.031
6. H 0.420
7. H -0.069
8. C -0.393
9. O -0.814
10. N 0.563
11. H 0.340
12. Si 0.245
13. H 0.483

***

Copy entry 1 word for word.
The following is a quantum chemistry calculation of an isolated molecule of C3H6N2OS2 in a non-equilibrium geometry, from the Open Molecules 2025 dataset.

CARTESIAN COORDINATES (ANGSTROEM)
H (-0.1674, 1.2938, -1.5013)
S (-0.7606, -1.7072, -1.9221)
H (-2.3444, -1.4954, 0.0863)
H (0.2266, 1.3382, 1.6704)
H (1.4782, -1.1811, 1.9335)
S (-0.4452, 2.1099, 0.7057)
N (2.0235, -0.3227, 0.2468)
C (0.0221, 0.8134, -0.5903)
H (2.0525, 0.7170, -1.5366)
O (1.0263, -0.6661, 1.1069)
C (-0.8586, -0.5194, -0.8086)
N (-1.7647, -0.6872, 0.2321)
H (-1.8890, -0.0895, 1.0677)
C (1.4007, 0.3963, -0.6904)

Calculated values
ΔE to the lowest compared entry with this formula, charge and spin (eV): 3.774
HOMO energy (eV): -8.6
2S+1: 1
Largest force on an atom (eV/Å): 5.5
Charge: 0

Charges per atom according to Mulliken partitioning, unit e:
1. H 0.315
2. S -0.341
3. H 0.191
4. H 0.192
5. H 0.352
6. S -0.185
7. N -0.389
8. C -0.113
9. H 0.361
10. O -0.336
11. C 0.214
12. N -0.321
13. H 0.220
14. C -0.158